No. 1
90
Properties=species:S:1:pos:R:3 method="wB97M-V/def2-TZVPD" e_tot_ev=-102395.70426 de_lowest_ev=0.000 largest_force_ev_per_a=1.2 homo_ev=-13.29 total_charge=+2
V 0.054 0.494 -0.102
S -4.230 1.133 1.169
C -3.210 1.810 2.404
C -3.595 2.472 3.567
C -2.597 2.884 4.428
C -1.248 2.626 4.148
C -0.868 1.972 2.992
C -1.870 1.581 2.109
N -1.705 0.909 0.887
C -2.850 0.610 0.332
C -2.760 -0.092 -0.932
C -3.876 -0.466 -1.664
C -3.711 -1.118 -2.873
C -2.428 -1.371 -3.330
C -1.307 -1.000 -2.592
C -1.446 -0.361 -1.360
H -4.636 2.647 3.798
H -2.864 3.396 5.343
H -0.493 2.926 4.861
H 0.175 1.746 2.803
H -4.872 -0.262 -1.289
H -4.571 -1.425 -3.451
H -2.285 -1.873 -4.278
H -0.339 -1.222 -3.009
C 3.763 6.649 -1.852
O 3.154 5.388 -2.150
C 3.548 4.767 -3.292
C 4.548 5.207 -4.146
C 4.835 4.481 -5.297
C 4.124 3.337 -5.619
C 3.112 2.901 -4.773
C 2.850 3.598 -3.608
N 1.815 3.217 -2.697
C 1.620 2.005 -2.203
N 2.353 0.957 -2.528
C 2.146 -0.372 -2.083
C 1.131 -0.815 -1.250
C 1.054 -2.188 -0.965
C 1.977 -3.066 -1.475
C 3.018 -2.618 -2.297
C 3.101 -1.280 -2.598
O 4.041 -0.708 -3.391
C 5.052 -1.558 -3.949
N 0.605 1.779 -1.328
C -0.187 2.861 -0.814
C -1.409 3.200 -1.407
C -2.127 4.264 -0.914
C -1.610 4.997 0.160
C -0.399 4.686 0.753
C 0.327 3.595 0.272
O 1.486 3.146 0.782
C 2.091 3.890 1.853
H 3.273 7.013 -0.954
H 3.602 7.354 -2.667
H 4.829 6.524 -1.665
H 5.106 6.104 -3.924
H 5.618 4.831 -5.955
H 4.335 2.797 -6.530
H 2.511 2.041 -5.044
H 1.330 3.974 -2.232
H 3.162 1.091 -3.125
H 0.252 -2.561 -0.344
H 1.905 -4.119 -1.239
H 3.738 -3.318 -2.691
H 5.705 -0.907 -4.519
H 4.600 -2.302 -4.605
H 5.617 -2.043 -3.153
H -1.765 2.611 -2.244
H -3.072 4.541 -1.359
H -2.173 5.838 0.544
H -0.038 5.272 1.584
H 3.007 3.361 2.094
H 1.429 3.909 2.719
H 2.317 4.903 1.522
O 1.970 -0.901 2.928
C 0.981 -1.225 2.370
O 0.542 -0.429 1.261
C 0.090 -2.369 2.636
C 0.571 -3.388 3.461
C -0.245 -4.462 3.777
C -1.548 -4.518 3.296
C -1.997 -3.481 2.505
C -1.208 -2.410 2.148
N -3.398 -3.498 2.016
O -4.009 -4.534 2.106
O -3.818 -2.472 1.508
H 1.580 -3.327 3.847
H 0.128 -5.256 4.408
H -2.209 -5.340 3.531
H -1.623 -1.637 1.525

No. 2
109
Properties=species:S:1:pos:R:3 method="wB97M-V/def2-TZVPD" e_tot_ev=-259931.25845 s2=0.754 de_lowest_ev=0.540 largest_force_ev_per_a=1.2 homo_ev="-7.67 / -7.68" spin_multiplicity=2
Ti -0.233 -0.397 -1.095
S 2.313 0.244 -1.003
C 2.094 -0.573 -2.472
N 0.884 -1.017 -2.773
C 0.819 -1.633 -4.012
C -0.304 -2.209 -4.595
C -0.182 -2.779 -5.850
C 1.044 -2.789 -6.518
C 2.170 -2.229 -5.939
C 2.046 -1.651 -4.683
S 3.272 -0.877 -3.711
H -1.246 -2.228 -4.063
H -1.046 -3.234 -6.315
H 1.118 -3.245 -7.496
H 3.122 -2.245 -6.452
F -0.104 -0.565 7.776
C 0.083 -0.139 6.529
C 0.834 0.995 6.289
F 1.364 1.670 7.306
C 1.022 1.416 4.984
F 1.751 2.520 4.817
C 0.498 0.735 3.891
P 0.770 1.344 2.164
C 2.558 1.706 2.146
C 3.479 0.950 2.861
C 4.840 1.145 2.690
C 5.301 2.103 1.802
C 4.392 2.865 1.080
C 3.032 2.662 1.246
C -0.011 3.004 2.279
C 0.629 4.174 2.683
C -0.058 5.377 2.706
C -1.393 5.429 2.331
C -2.043 4.270 1.938
C -1.355 3.067 1.907
C -0.263 -0.409 4.164
Br -1.061 -1.447 2.816
C -0.468 -0.832 5.467
F -1.187 -1.922 5.742
H 3.140 0.189 3.551
H 5.540 0.534 3.244
H 6.364 2.253 1.666
H 4.741 3.613 0.381
H 2.337 3.269 0.677
H 1.668 4.147 2.983
H 0.455 6.280 3.011
H -1.920 6.374 2.332
H -3.079 4.305 1.628
H -1.867 2.168 1.589
F -2.300 -0.674 -1.706
P -3.289 -0.078 -0.421
F -1.771 0.336 0.233
F -4.583 -0.513 -1.212
F -4.024 0.550 0.817
F -3.152 -1.495 0.263
F -3.266 1.338 -1.185
C -5.999 3.103 -0.970
C -5.944 4.386 -1.784
S -4.292 4.877 -2.225
O -4.350 6.192 -2.806
O -3.417 4.617 -1.109
C -3.836 3.747 -3.537
C -2.385 3.970 -3.965
N -1.441 3.266 -3.097
C -1.271 1.929 -3.125
N -0.508 1.524 -2.117
C -0.169 2.650 -1.402
C -0.724 3.723 -2.006
N -0.513 5.099 -1.647
O -0.028 5.291 -0.558
O -0.874 5.961 -2.425
C -1.809 1.059 -4.202
H -7.037 2.805 -0.830
H -5.543 3.247 0.007
H -5.477 2.283 -1.460
H -6.318 5.252 -1.234
H -6.505 4.328 -2.718
H -4.503 3.958 -4.372
H -4.004 2.732 -3.177
H -2.133 5.027 -3.963
H -2.240 3.590 -4.975
H 0.451 2.625 -0.524
H -2.834 1.313 -4.461
H -1.785 0.023 -3.884
H -1.191 1.156 -5.098
N 0.743 -4.896 6.529
C 1.215 -4.450 5.305
C 1.722 -3.154 5.175
C 2.209 -2.713 3.962
C 2.222 -3.563 2.864
C 1.752 -4.863 2.988
C 1.247 -5.302 4.199
S 2.783 -2.960 1.310
O 3.706 -1.892 1.559
O 3.206 -4.100 0.529
N 1.446 -2.298 0.664
C 0.678 -2.986 -0.131
S 0.854 -4.643 -0.697
C -0.681 -4.525 -1.507
C -1.203 -3.302 -1.386
N -0.445 -2.402 -0.640
H 0.438 -4.179 7.167
H 0.121 -5.687 6.499
H 1.732 -2.498 6.037
H 2.597 -1.710 3.859
H 1.789 -5.527 2.135
H 0.882 -6.317 4.296
H -1.103 -5.365 -2.031
H -2.150 -2.979 -1.785

No. 3
91
Properties=species:S:1:pos:R:3 method="wB97M-V/def2-TZVPD" e_tot_ev=-265489.92292 s2=0.774 de_lowest_ev=4.781 largest_force_ev_per_a=5.8 homo_ev="-10.09 / -10.09" total_charge=+1 spin_multiplicity=2
Ir 1.825 -0.421 0.114
Se 4.196 2.004 0.943
Se 5.568 0.938 -0.554
C 5.413 -0.857 0.105
C 6.245 -1.859 -0.383
C 6.229 -3.079 0.265
C 5.421 -3.232 1.385
C 4.592 -2.187 1.750
N 4.555 -1.032 1.094
C 2.886 2.516 -0.394
C 2.625 3.845 -0.688
C 1.810 4.129 -1.773
C 1.346 3.074 -2.546
C 1.647 1.779 -2.161
N 2.364 1.501 -1.076
H 6.888 -1.678 -1.234
H 6.862 -3.884 -0.078
H 5.436 -4.150 1.948
H 3.942 -2.254 2.610
H 3.063 4.625 -0.085
H 1.570 5.149 -2.032
H 0.755 3.245 -3.431
H 1.320 0.937 -2.750
C -0.201 -1.823 -2.145
C -0.734 -2.194 -0.807
C -1.810 -3.093 -0.699
C -2.297 -3.410 0.537
C -1.728 -2.819 1.684
C -2.185 -3.089 2.988
C -1.611 -2.462 4.066
C -0.553 -1.571 3.887
C -0.042 -1.309 2.626
S 1.346 -0.275 2.506
C -0.641 -1.924 1.489
N -0.174 -1.664 0.257
H -1.001 -1.438 -2.773
H 0.228 -2.693 -2.639
H 0.567 -1.061 -2.023
H -2.226 -3.517 -1.599
H -3.119 -4.100 0.647
H -2.988 -3.799 3.117
H -1.968 -2.663 5.065
H -0.094 -1.095 4.740
Cl 3.355 -1.228 -2.467
C 3.066 -2.678 -1.576
C 2.502 -2.532 -0.313
C 2.330 -3.717 0.397
Cl 1.713 -3.695 2.000
C 2.658 -4.968 -0.126
Cl 2.446 -6.387 0.817
C 3.176 -5.065 -1.414
Cl 3.497 -6.604 -2.103
C 3.407 -3.900 -2.144
Cl 4.063 -3.984 -3.729
C -1.037 2.495 2.697
C -1.519 3.233 1.482
C -0.472 4.155 0.923
C -2.871 3.872 1.644
Si -1.609 1.659 -0.070
O -0.206 1.020 -0.039
C -2.057 2.478 -1.733
C -1.666 1.787 -2.878
C -1.986 2.235 -4.147
C -2.710 3.407 -4.304
C -3.118 4.105 -3.181
C -2.800 3.639 -1.916
C -3.170 0.745 0.546
C -3.225 0.034 1.738
C -4.381 -0.616 2.135
C -5.515 -0.566 1.342
C -5.477 0.132 0.146
C -4.317 0.778 -0.245
H -0.662 3.222 3.421
H -0.209 1.831 2.456
H -1.827 1.923 3.174
H -0.420 5.050 1.548
H -0.696 4.472 -0.091
H 0.501 3.671 0.931
H -2.929 4.338 2.631
H -3.686 3.155 1.581
H -3.032 4.659 0.913
H -1.124 0.863 -2.759
H -1.675 1.668 -5.015
H -2.962 3.767 -5.292
H -3.697 5.013 -3.289
H -3.172 4.178 -1.062
H -2.349 -0.015 2.365
H -4.390 -1.159 3.068
H -6.417 -1.070 1.652
H -6.353 0.176 -0.484
H -4.304 1.310 -1.184

No. 4
89
Properties=species:S:1:pos:R:3 method="wB97M-V/def2-TZVPD" e_tot_ev=-109948.92503 de_lowest_ev=0.000 largest_force_ev_per_a=0.8 homo_ev=-9.98 total_charge=+1
Sc 0.498 -0.088 0.856
C -3.589 -2.050 -0.036
C -2.213 -1.472 -0.026
N -1.786 -0.619 0.829
N -2.643 -0.311 1.858
C -2.331 0.845 2.415
N -3.078 1.174 3.492
S -1.108 1.945 1.903
C -1.257 -1.888 -1.088
C -1.634 -2.799 -2.070
C -0.732 -3.139 -3.061
C 0.527 -2.564 -3.054
C 0.839 -1.690 -2.027
N -0.019 -1.360 -1.061
H -4.198 -1.585 0.732
H -3.559 -3.128 0.142
H -4.051 -1.892 -1.012
H -3.874 0.596 3.707
H -2.991 2.079 3.913
H -2.624 -3.224 -2.056
H -1.017 -3.841 -3.834
H 1.262 -2.787 -3.813
H 1.816 -1.234 -1.976
Cl 0.282 1.570 7.876
C 0.694 1.274 6.216
C 1.458 2.207 5.513
C 1.790 1.984 4.195
C 1.355 0.835 3.530
O 1.667 0.642 2.250
C 0.601 -0.112 4.252
C 0.219 -1.390 3.684
N 0.237 -1.638 2.428
C 0.124 -2.959 1.934
C -0.879 -3.837 2.218
C -0.862 -5.133 1.642
C 0.153 -5.517 0.818
C 1.198 -4.611 0.499
C 2.305 -4.941 -0.320
C 3.266 -4.007 -0.553
C 3.090 -2.708 -0.024
N 2.073 -2.347 0.714
C 1.160 -3.313 1.027
C 0.287 0.116 5.600
H 1.787 3.105 6.018
H 2.380 2.707 3.649
H -0.014 -2.197 4.384
H -1.680 -3.536 2.881
H -1.661 -5.821 1.880
H 0.175 -6.516 0.401
H 2.380 -5.938 -0.737
H 4.141 -4.225 -1.148
H 3.825 -1.945 -0.258
H -0.283 -0.621 6.152
N 2.572 0.629 -0.330
C 2.593 1.076 -1.701
C 3.728 0.866 -2.475
C 3.746 1.280 -3.798
C 2.642 1.928 -4.342
C 1.518 2.134 -3.561
C 1.459 1.681 -2.243
P 0.038 1.850 -1.117
C -0.002 3.631 -0.803
C 0.804 4.123 0.221
C 0.889 5.485 0.457
C 0.161 6.369 -0.329
C -0.653 5.886 -1.343
C -0.734 4.521 -1.581
C -1.457 1.469 -2.076
C -1.435 0.691 -3.230
C -2.619 0.296 -3.837
C -3.839 0.671 -3.294
C -3.869 1.445 -2.140
C -2.689 1.839 -1.531
H 3.412 0.109 -0.106
H 2.573 1.414 0.321
H 4.603 0.402 -2.035
H 4.632 1.118 -4.397
H 2.663 2.275 -5.365
H 0.659 2.644 -3.980
H 1.348 3.443 0.871
H 1.509 5.855 1.262
H 0.224 7.433 -0.145
H -1.224 6.573 -1.953
H -1.375 4.156 -2.374
H -0.494 0.377 -3.665
H -2.586 -0.304 -4.737
H -4.763 0.368 -3.769
H -4.816 1.743 -1.710
H -2.723 2.422 -0.618

No. 5
105
Properties=species:S:1:pos:R:3 method="wB97M-V/def2-TZVPD" e_tot_ev=-147570.65577 s2=0.781 largest_force_ev_per_a=0.5 homo_ev="-13.26 / -13.26" total_charge=+2 spin_multiplicity=2
Fe 0.269 0.694 0.798
C 4.318 -0.994 -1.311
C 4.157 0.489 -1.465
C 5.245 1.275 -1.840
C 5.098 2.644 -1.887
C 3.858 3.195 -1.605
C 2.801 2.335 -1.319
N 2.958 1.019 -1.221
C 1.453 2.945 -1.090
C 1.204 4.136 -1.785
C 0.135 4.936 -1.475
C -0.675 4.551 -0.421
C -0.457 3.323 0.168
N 0.531 2.477 -0.216
C -1.217 2.954 1.380
C -2.330 3.656 1.794
C -2.903 3.344 3.018
C -2.297 2.392 3.805
C -1.180 1.695 3.345
C -0.516 0.758 4.300
N -0.704 1.926 2.101
H 5.308 -1.236 -0.927
H 3.572 -1.381 -0.620
H 4.207 -1.498 -2.273
H 6.200 0.810 -2.047
H 5.937 3.285 -2.120
H 3.746 4.267 -1.564
H 1.892 4.435 -2.559
H -0.032 5.869 -1.996
H -1.441 5.210 -0.049
H -2.751 4.434 1.179
H -3.787 3.865 3.361
H -2.661 2.180 4.801
H 0.502 0.529 4.023
H -0.480 1.250 5.273
H -1.090 -0.162 4.431
C -1.703 -4.032 2.873
N -0.919 -2.793 2.739
C -1.151 -1.756 1.950
N -0.102 -0.936 1.970
C 0.771 -1.562 2.825
N 0.308 -2.692 3.287
C -1.351 -5.000 1.770
C -0.709 -6.204 2.021
C -0.375 -7.045 0.964
C -0.654 -6.682 -0.343
C -1.294 -5.470 -0.595
C -1.654 -4.647 0.463
C -1.543 -5.017 -1.961
N -1.151 -5.525 -3.074
N -1.561 -4.649 -4.072
C -2.166 -3.681 -3.481
O -2.202 -3.840 -2.132
C -2.736 -2.462 -4.048
C -2.925 -2.345 -5.420
C -3.435 -1.163 -5.936
C -3.735 -0.100 -5.097
C -3.542 -0.216 -3.724
C -3.869 0.960 -2.827
N -3.148 0.889 -1.554
C -1.838 0.928 -1.366
N -1.567 0.671 -0.088
C -2.807 0.507 0.466
N -3.779 0.612 -0.396
C -3.052 -1.402 -3.203
H -2.755 -3.750 2.829
H -1.487 -4.429 3.861
H -2.045 -1.658 1.362
H 1.735 -1.170 3.099
H -0.468 -6.491 3.037
H 0.115 -7.988 1.165
H -0.382 -7.324 -1.170
H -2.180 -3.724 0.250
H -2.675 -3.174 -6.067
H -3.591 -1.066 -7.001
H -4.120 0.822 -5.515
H -4.925 1.000 -2.566
H -3.603 1.899 -3.311
H -1.136 1.151 -2.147
H -2.983 0.358 1.519
H -2.912 -1.527 -2.136
N 1.048 -2.009 -0.304
C 1.254 -2.728 -1.414
C 1.058 -1.890 -2.489
C 0.768 -0.654 -1.919
N 0.754 -0.723 -0.589
H 1.214 -2.302 0.644
H 1.532 -3.768 -1.357
H 1.140 -2.132 -3.534
H 0.622 0.284 -2.423
F 4.798 2.339 1.129
C 4.473 1.552 2.139
F 5.118 1.903 3.225
F 4.771 0.289 1.830
S 2.633 1.639 2.475
O 2.078 0.581 1.558
O 2.499 1.292 3.855
N 2.016 2.945 1.955
S 2.331 4.454 2.401
O 2.036 5.281 1.274
O 3.541 4.582 3.140
C 0.949 4.749 3.589
F -0.222 4.707 2.932
F 1.093 5.930 4.154
F 0.933 3.798 4.520